(1)
Below is a single C6H12O molecule, with properties calculated with wB97M-V/def2-TZVPD.

Bonds (Å) are listed after each position.
Atoms and positions in Å:
1 C 1.50632 0.97992 0.39911  C2 1.529, H8 1.094, H9 1.091, H10 1.100
2 C 0.72190 -0.31278 0.16932  C1 1.529, C3 1.531, O4 1.441, C5 1.478
3 C 1.40233 -1.35461 -0.72342  C2 1.531, H11 1.099, H12 1.100, H13 1.096
4 O -0.07151 -1.03262 1.13285  C2 1.441, C5 1.427
5 C -0.74207 -0.12895 0.25603  C2 1.478, O4 1.427, C6 1.523, C7 1.511
6 C -1.33819 0.98286 1.10896  C5 1.523, H14 1.095, H15 1.098, H16 1.093
7 C -1.56622 -0.45198 -0.96828  C5 1.511, H17 1.093, H18 1.091, H19 1.100
8 H 2.53633 0.91857 0.03707  C1 1.094
9 H 1.50171 1.36104 1.42124  C1 1.091
10 H 1.00053 1.73328 -0.22272  C1 1.100
11 H 0.85729 -1.59104 -1.64745  C3 1.099
12 H 1.46590 -2.27533 -0.12531  C3 1.100
13 H 2.42340 -1.05116 -0.98256  C3 1.096
14 H -1.42727 1.94611 0.59601  C6 1.095
15 H -2.33987 0.66183 1.42559  C6 1.098
16 H -0.74410 1.10605 2.01805  C6 1.093
17 H -2.58772 -0.79427 -0.78354  C7 1.093
18 H -1.06398 -1.13713 -1.65245  C7 1.091
19 H -1.62712 0.51468 -1.48916  C7 1.100

## Properties
multiplicity	1
HOMO-LUMO gap	0.391	hartree
energy relative to the best compared isomer or geometry (same formula, charge and spin)	1.643	eV
LUMO energy	0.94	eV
HOMO level	-9.69	eV
SMILES	CC1(C)OC1(C)C


(2)
Below is a single C24H29N3O6S molecule, with properties calculated with wB97M-V/def2-TZVPD.

Bonds (Å) are listed after each position.
Atoms and positions in Å:
1 C 3.44330 0.93746 -3.02963  H2 1.089, O3 1.406, H62 1.095, H63 1.095
2 H 4.42211 1.27898 -2.69550  C1 1.089
3 O 2.75917 0.56315 -1.85950  C1 1.406, C4 1.372
4 C 1.47042 0.10414 -1.96709  O3 1.372, C5 1.389, C9 1.407
5 C 0.82134 -0.06263 -3.18386  C4 1.389, C6 1.384, H61 1.078
6 C -0.45489 -0.59391 -3.24170  C5 1.384, C7 1.379, H60 1.079
7 C -1.10330 -0.95743 -2.08050  C6 1.379, C8 1.386, H59 1.079
8 C -0.49110 -0.76600 -0.85213  C7 1.386, C9 1.398, C15 1.512
9 C 0.79676 -0.22762 -0.77690  C4 1.407, C8 1.398, O10 1.366
10 O 1.31746 -0.10625 0.48003  C9 1.366, C11 1.411
11 C 2.26624 0.89742 0.76905  O10 1.411, H12 1.092, H13 1.092, H14 1.090
12 H 3.26593 0.62505 0.42454  C11 1.092
13 H 1.98097 1.85624 0.33085  C11 1.092
14 H 2.26619 0.98621 1.85587  C11 1.090
15 C -1.26807 -1.03961 0.41535  C8 1.512, N16 1.444, C20 1.515, H58 1.098
16 N -0.61140 -1.89873 1.37310  C15 1.444, C17 1.343, C38 1.439
17 C -0.39620 -1.28075 2.54613  N16 1.343, O18 1.219, C19 1.488
18 O 0.10234 -1.72147 3.56797  C17 1.219
19 C -0.95053 0.09419 2.41799  C17 1.488, C20 1.346, O36 1.334
20 C -1.47288 0.24830 1.18664  C15 1.515, C19 1.346, C21 1.466
21 C -2.22308 1.34463 0.56670  C20 1.466, O22 1.223, C23 1.456
22 O -3.07407 1.12109 -0.28239  C21 1.223
23 C -1.91748 2.70157 0.99633  C21 1.456, C24 1.383, S27 1.736
24 C -2.69897 3.82485 0.79739  C23 1.383, N25 1.351, C32 1.484
25 N -2.16278 4.97314 1.26635  C24 1.351, C26 1.288
26 C -1.00054 4.80716 1.79633  N25 1.288, S27 1.746, C28 1.481
27 S -0.44088 3.15358 1.78924  C23 1.736, C26 1.746
28 C -0.18488 5.89578 2.38087  C26 1.481, H29 1.086, H30 1.089, H31 1.089
29 H -0.68249 6.84651 2.21117  C28 1.086
30 H 0.80541 5.91491 1.92919  C28 1.089
31 H -0.06289 5.74045 3.45211  C28 1.089
32 C -4.02808 3.85497 0.13893  C24 1.484, H33 1.090, H34 1.087, H35 1.086
33 H -3.89825 3.88733 -0.94250  C32 1.090
34 H -4.59046 2.95416 0.37050  C32 1.087
35 H -4.56933 4.74168 0.45694  C32 1.086
36 O -0.91221 0.89043 3.48819  C19 1.334, H37 0.976
37 H -0.48848 0.37069 4.19799  O36 0.976
38 C -0.26479 -3.27440 1.13334  N16 1.439, H39 1.094, H40 1.091, C41 1.536
39 H -0.34129 -3.78279 2.09938  C38 1.094
40 H -0.99653 -3.69755 0.44355  C38 1.091
41 C 1.16288 -3.46484 0.60079  C38 1.536, N42 1.452, H56 1.105, H57 1.092
42 N 1.25198 -3.41302 -0.84761  C41 1.452, C43 1.455, C47 1.454
43 C 2.62174 -3.18603 -1.28104  N42 1.455, C44 1.528, H54 1.091, H55 1.105
44 C 2.67850 -3.10557 -2.80595  C43 1.528, O45 1.408, H52 1.092, H53 1.099
45 O 2.16388 -4.26754 -3.41212  C44 1.408, C46 1.407
46 C 0.83719 -4.47890 -2.99297  O45 1.407, C47 1.527, H50 1.091, H51 1.101
47 C 0.75634 -4.62700 -1.47498  N42 1.454, C46 1.527, H48 1.091, H49 1.106
48 H -0.28292 -4.79235 -1.18880  C47 1.091
49 H 1.35047 -5.50724 -1.16608  C47 1.106
50 H 0.49989 -5.39050 -3.48938  C46 1.091
51 H 0.20752 -3.63085 -3.30197  C46 1.101
52 H 3.71261 -3.01502 -3.14461  C44 1.092
53 H 2.09780 -2.23368 -3.13818  C44 1.099
54 H 2.97309 -2.24293 -0.85917  C43 1.091
55 H 3.28848 -3.99875 -0.93922  C43 1.105
56 H 1.55856 -4.42188 0.98512  C41 1.105
57 H 1.77574 -2.65900 1.00877  C41 1.092
58 H -2.24046 -1.46502 0.13463  C15 1.098
59 H -2.10235 -1.36201 -2.11961  C7 1.079
60 H -0.93473 -0.72212 -4.19959  C6 1.079
61 H 1.31595 0.20973 -4.10252  C5 1.078
62 H 2.93571 1.75498 -3.55123  C1 1.095
63 H 3.57108 0.09003 -3.71063  C1 1.095

## Properties
multiplicity	1
HOMO-LUMO gap	0.301	hartree
energy relative to the best compared isomer or geometry (same formula, charge and spin)	1.785	eV
LUMO energy	-0.14	eV
HOMO level	-8.33	eV
SMILES	COc1cccc([C@@H]2C(C(=O)c3sc(C)nc3C)=C(O)C(=O)N2CCN2CCOCC2)c1OC


Question: Look up the HOMO level of the first one.
Answer: -9.69 eV